1.
Computed, not measured: C4H4ClN3O2 in the gas phase in a non-equilibrium geometry, with ωB97M-V/def2-TZVPD.

Computed properties:
* SMILES string: Cn1cnc(Cl)c1[N+](=O)[O-]
* strongest force on any atom: 6.801 eV Å⁻¹
* Kohn-Sham gap: 8.2841 eV
* relative energy (zero: lowest compared OMol25 entry of this formula, charge and spin): 367.10 kJ/mol
* energy: -25296.263 eV

```
! RIJCOSX wB97M-V def2-TZVPD def2/J DEFGRID3
* xyz 0 1
C -1.401 0.851 -0.981
C -3.079 -0.430 -0.971
C -1.958 -1.153 -0.245
C 0.387 -0.402 0.306
N -2.653 0.709 -1.440
N -0.908 -0.238 -0.279
N -2.026 -2.237 0.499
O -2.911 -3.119 0.276
O -1.248 -2.417 1.463
Cl -4.608 -1.115 -1.192
H -0.867 1.667 -1.157
H 0.419 -1.233 0.948
H 1.311 -0.504 -0.355
H 0.648 0.455 0.942
*
```

=====

2.
Computed, not measured: a molecular structure, C5H10O2 in a non-equilibrium geometry, with ωB97M-V/def2-TZVPD.

Computed properties:
* strongest force on any atom: 1.615 eV Å⁻¹
* Kohn-Sham gap: 9.8706 eV
* relative energy (zero: lowest compared OMol25 entry of this formula, charge and spin): 324.64 kJ/mol
* energy: -9439.678 eV

```
! RIJCOSX wB97M-V def2-TZVPD def2/J DEFGRID3
* xyz 0 1
C -0.446 -2.075 -0.263
O -1.113 -0.799 -0.291
C -0.155 0.592 0.090
C 0.991 0.226 0.984
C -0.797 1.938 0.463
C -0.097 0.323 -1.352
O 0.866 -0.189 -1.894
H 0.517 -2.080 -0.795
H -1.075 -2.832 -0.758
H -0.310 -2.371 0.775
H 1.562 -0.593 0.554
H 0.586 -0.038 1.967
H 1.672 1.075 1.144
H -0.609 2.262 1.496
H -0.333 2.714 -0.175
H -1.865 1.977 0.262
H -0.986 0.727 -1.870
*
```

=====

3.
Computed, not measured: C5H13O2PS in the gas phase in a non-equilibrium geometry, with ωB97M-V/def2-TZVPD.

Computed properties:
* SMILES string: COCCO[C@H](C)[PH2]=S
* strongest force on any atom: 1.690 eV Å⁻¹
* Kohn-Sham gap: 9.3810 eV
* relative energy (zero: lowest compared OMol25 entry of this formula, charge and spin): 0.00 kJ/mol
* energy: -29613.216 eV

```
! RIJCOSX wB97M-V def2-TZVPD def2/J DEFGRID3
* xyz 0 1
C 3.717 0.527 -0.016
O 2.436 0.356 -0.637
C 1.660 -0.554 0.128
C 0.383 -0.961 -0.629
O -0.547 0.088 -0.818
C -1.494 0.162 0.235
C -2.519 -1.047 0.233
P -2.507 1.720 -0.117
S -2.914 2.763 1.474
H 3.929 -0.229 0.754
H 3.717 1.527 0.449
H 4.463 0.479 -0.826
H 2.270 -1.480 0.226
H 1.480 -0.207 1.165
H -0.027 -1.858 -0.135
H 0.702 -1.277 -1.638
H -1.007 0.256 1.218
H -2.481 -1.475 1.249
H -3.544 -0.735 0.008
H -2.171 -1.794 -0.494
H -1.806 2.440 -1.120
H -3.739 1.300 -0.710
*
```

=====

4.
Computed, not measured: 9 unconnected molecules or ions with the total composition C54H126 in a non-equilibrium geometry, with ωB97M-V/def2-TZVPD.

Computed properties:
* SMILES string: CCCCCC.CCCCCC.CCCCCC.CCCCCC.CCCCCC.CCCCCC.CCCCCC.CCCCCC.CCCCCC
* strongest force on any atom: 3.431 eV Å⁻¹
* Kohn-Sham gap: 11.2163 eV
* relative energy (zero: lowest compared OMol25 entry of this formula, charge and spin): 361.32 kJ/mol
* energy: -58038.753 eV

```
! RIJCOSX wB97M-V def2-TZVPD def2/J DEFGRID3
* xyz 0 1
C 4.118 2.239 -0.138
C 3.832 2.651 -1.583
C 4.921 2.364 -2.635
C 4.482 2.722 -4.016
C 5.624 2.540 -5.058
C 5.158 2.582 -6.519
H 5.030 2.768 0.324
H 4.220 1.161 -0.010
H 3.230 2.607 0.464
H 2.895 2.192 -1.950
H 3.625 3.767 -1.671
H 5.110 1.282 -2.578
H 5.825 2.839 -2.353
H 3.593 2.177 -4.377
H 4.152 3.778 -3.901
H 6.369 3.306 -4.888
H 6.113 1.532 -4.878
H 4.376 3.278 -6.532
H 6.010 2.855 -7.158
H 4.852 1.548 -6.851
C 8.565 -5.791 0.138
C 7.405 -4.813 -0.064
C 6.016 -5.511 -0.128
C 4.866 -4.732 -0.717
C 3.529 -5.306 -0.325
C 3.302 -6.695 -1.032
H 8.520 -6.469 -0.658
H 8.551 -6.374 1.012
H 9.551 -5.305 -0.016
H 7.434 -3.920 0.631
H 7.598 -4.239 -1.005
H 5.839 -5.930 0.849
H 6.191 -6.493 -0.652
H 4.913 -3.680 -0.281
H 4.941 -4.661 -1.828
H 3.492 -5.488 0.747
H 2.818 -4.584 -0.713
H 3.791 -7.520 -0.496
H 2.287 -6.804 -1.215
H 3.907 -6.632 -1.963
C 3.105 6.027 1.307
C 1.962 6.749 0.611
C 0.881 5.875 0.001
C -0.152 6.791 -0.704
C -0.685 7.809 0.356
C -2.143 8.178 0.188
H 2.653 5.366 2.026
H 3.784 6.723 1.820
H 3.860 5.519 0.638
H 1.544 7.431 1.288
H 2.302 7.383 -0.183
H 0.495 5.284 0.820
H 1.412 5.168 -0.660
H 0.204 7.415 -1.458
H -1.002 6.277 -1.100
H -0.561 7.453 1.387
H -0.169 8.767 0.279
H -2.308 8.618 -0.857
H -2.675 7.236 0.311
H -2.410 8.806 0.993
C -10.286 -4.313 1.980
C -9.152 -3.893 1.024
C -8.601 -5.142 0.350
C -7.399 -4.863 -0.528
C -6.893 -6.006 -1.400
C -5.625 -5.561 -2.109
H -10.495 -5.342 1.807
H -11.235 -3.713 1.842
H -10.080 -4.198 3.013
H -9.575 -3.248 0.251
H -8.360 -3.285 1.448
H -9.425 -5.574 -0.222
H -8.352 -5.776 1.208
H -7.508 -4.007 -1.153
H -6.571 -4.574 0.071
H -6.585 -6.806 -0.769
H -7.546 -6.348 -2.174
H -5.327 -6.220 -2.987
H -5.656 -4.571 -2.506
H -4.883 -5.658 -1.348
C 2.303 -2.234 2.276
C 2.977 -2.849 3.510
C 4.418 -2.930 3.370
C 5.252 -1.644 3.340
C 6.682 -1.972 3.691
C 6.772 -2.160 5.225
H 2.888 -1.363 1.903
H 1.374 -1.791 2.484
H 2.231 -2.922 1.448
H 2.646 -2.296 4.379
H 2.563 -3.891 3.666
H 4.722 -3.378 2.426
H 4.821 -3.541 4.236
H 5.146 -1.254 2.352
H 4.929 -0.833 4.079
H 6.989 -2.878 3.177
H 7.311 -1.125 3.288
H 7.780 -2.092 5.597
H 6.225 -1.397 5.742
H 6.400 -3.180 5.530
C -5.706 0.130 3.317
C -5.826 -0.624 2.011
C -4.905 -1.796 1.795
C -5.118 -2.915 2.842
C -4.050 -4.099 2.832
C -4.480 -5.207 1.847
H -6.176 1.132 3.171
H -4.683 0.417 3.563
H -6.048 -0.389 4.167
H -6.867 -0.868 1.836
H -5.721 0.081 1.180
H -3.872 -1.410 1.785
H -4.957 -2.170 0.733
H -5.145 -2.368 3.827
H -6.111 -3.256 2.744
H -3.130 -3.728 2.453
H -3.850 -4.563 3.834
H -5.476 -5.614 2.019
H -4.592 -4.835 0.808
H -3.735 -5.987 1.794
C 0.361 1.241 2.042
C -0.780 2.164 2.351
C -0.400 3.311 3.276
C -1.150 4.593 3.129
C -0.622 5.850 3.818
C -1.631 6.953 3.819
H 0.903 1.633 1.187
H -0.185 0.309 1.770
H 0.962 0.972 2.927
H -1.324 2.553 1.526
H -1.585 1.699 2.872
H 0.665 3.536 3.025
H -0.382 2.956 4.287
H -1.178 4.795 2.054
H -2.241 4.493 3.360
H -0.253 5.613 4.812
H 0.288 6.160 3.208
H -2.482 6.567 4.435
H -1.184 7.940 4.067
H -2.054 7.034 2.830
C -1.220 2.827 -1.207
C -0.537 2.268 -2.418
C -0.637 3.218 -3.618
C -1.989 3.219 -4.246
C -2.160 4.138 -5.433
C -3.499 3.972 -6.136
H -2.072 3.374 -1.547
H -0.553 3.594 -0.756
H -1.546 2.008 -0.514
H 0.542 2.202 -2.208
H -0.844 1.219 -2.764
H 0.267 3.151 -4.253
H -0.516 4.208 -3.080
H -2.185 2.164 -4.616
H -2.793 3.493 -3.514
H -2.027 5.163 -5.018
H -1.318 4.069 -6.163
H -4.252 4.551 -5.604
H -3.480 4.236 -7.166
H -3.804 2.967 -6.179
C 2.669 -0.605 -1.394
C 1.600 -1.384 -2.310
C 0.298 -1.576 -1.602
C -0.696 -2.265 -2.516
C -2.078 -2.475 -1.903
C -2.721 -1.300 -1.178
H 3.538 -0.416 -1.977
H 2.829 -1.296 -0.622
H 2.236 0.282 -0.963
H 1.415 -0.962 -3.348
H 2.044 -2.326 -2.426
H -0.112 -0.639 -1.279
H 0.485 -2.227 -0.739
H -0.595 -1.940 -3.546
H -0.255 -3.268 -2.616
H -2.754 -2.854 -2.676
H -2.075 -3.412 -1.297
H -2.047 -0.968 -0.402
H -2.745 -0.472 -1.855
H -3.717 -1.530 -0.819
*
```

=====

5.
Computed, not measured: CH2FNO2 in the gas phase in a non-equilibrium geometry, with ωB97M-V/def2-TZVPD.

Computed properties:
* SMILES string: O=[N+]([O-])CF
* strongest force on any atom: 3.225 eV Å⁻¹
* Kohn-Sham gap: 11.4904 eV
* relative energy (zero: lowest compared OMol25 entry of this formula, charge and spin): 181.72 kJ/mol
* energy: -9368.315 eV

```
! RIJCOSX wB97M-V def2-TZVPD def2/J DEFGRID3
* xyz 0 1
C 0.435 0.313 -0.290
N -0.697 -0.369 0.282
O -0.421 -1.532 0.538
O -1.717 0.197 0.394
F 1.304 0.521 0.751
H 0.949 -0.479 -0.946
H 0.146 1.348 -0.729
*
```

=====

6.
Computed, not measured: a molecular structure, C12H11BrN3O4Ru, with ωB97M-V/def2-TZVPD.

Computed properties:
* strongest force on any atom: 0.446 eV Å⁻¹
* Kohn-Sham gap (spin up / spin down): 7.5374 / 5.1252 eV
* energy: -97874.598 eV

```
! RIJCOSX wB97M-V def2-TZVPD def2/J DEFGRID3
* xyz 3 5
Ru 0.071 -1.520 0.953
C -2.922 -0.141 -3.690
C -2.685 -0.957 -2.452
C -3.522 -2.030 -2.119
C -3.308 -2.808 -0.978
C -2.236 -2.430 -0.226
Br -1.590 -3.311 1.369
N -1.413 -1.404 -0.474
C -1.630 -0.675 -1.596
H -3.913 0.314 -3.651
H -2.873 -0.780 -4.573
H -2.182 0.649 -3.798
H -4.357 -2.274 -2.767
H -3.938 -3.649 -0.721
H -0.936 0.130 -1.797
C -0.123 2.422 0.321
C 0.997 1.696 0.910
N 1.125 0.348 1.112
C 2.299 0.145 1.715
C 2.983 1.403 1.892
N 2.131 2.295 1.391
C 4.299 1.913 2.488
O 5.193 1.063 2.903
O 4.373 3.105 2.507
C 2.678 -1.235 2.094
O 3.740 -1.520 2.548
O 1.658 -2.080 1.846
H -0.903 1.751 -0.026
H 0.234 3.052 -0.503
H -0.541 3.109 1.070
H 2.346 3.299 1.409
H 4.945 0.122 2.843
*
```